(1)
The following is a quantum chemistry calculation of a 2-piece molecular cluster, C3H7NO overall, from the Open Molecules 2025 dataset.

```
12
C3H7NO | the Open Molecules 2025 dataset | ωB97M-V with the def2-TZVPD basis set
O 1.954 0.381 -0.031
C 1.230 -0.154 -0.834
C -0.250 0.050 -0.924
C -1.148 -0.170 0.251
N -0.806 1.169 -0.176
H 1.344 -0.134 2.065
H 1.142 -0.632 2.580
H 1.642 -0.868 -1.579
H -0.675 -0.204 -1.895
H -0.726 -0.473 1.205
H -2.140 -0.565 0.036
H -1.565 1.599 -0.696
```

* gap between HOMO and LUMO: 0.3952 hartree
* E_HOMO: -9.89 eV

(2)
The following is a quantum chemistry calculation of C3H7NO as an isolated structure, from the Open Molecules 2025 dataset.

```
12
C3H7NO | the Open Molecules 2025 dataset | ωB97M-V with the def2-TZVPD basis set
C -0.738 1.239 -1.160
O -0.203 1.751 0.061
C 0.257 0.990 1.056
N 0.432 -0.314 1.159
C 0.359 -1.589 0.445
H 0.007 0.675 -1.729
H -1.626 0.625 -0.978
H -1.031 2.123 -1.733
H 0.797 0.430 2.069
H 0.772 -2.339 1.128
H -0.669 -1.887 0.211
H 0.962 -1.607 -0.470
```

* gap between HOMO and LUMO: 0.3337 hartree
* E_HOMO: -8.20 eV

(3)
The following is a quantum chemistry calculation of one molecule with the formula C3H7NO, from the Open Molecules 2025 dataset.

```
12
C3H7NO | the Open Molecules 2025 dataset | ωB97M-V with the def2-TZVPD basis set
C 1.371 0.693 -0.343
C -1.076 0.206 0.121
C -0.751 -1.218 0.315
H 1.332 -0.443 -0.486
H 1.948 1.013 0.530
H 1.871 1.048 -1.212
H -0.300 1.997 -0.347
H -0.747 -1.871 -0.632
H 0.218 -1.339 0.903
H -1.620 -1.692 1.026
N -0.055 1.032 -0.184
O -2.192 0.573 0.309
```

* gap between HOMO and LUMO: 0.3877 hartree
* E_HOMO: -9.67 eV

(4)
The following is a quantum chemistry calculation of C3H7NO as an isolated structure, from the Open Molecules 2025 dataset.

```
12
C3H7NO | the Open Molecules 2025 dataset | ωB97M-V with the def2-TZVPD basis set
C -0.072 1.097 0.009
C -1.437 0.564 -0.017
C 0.780 -1.123 0.001
N 1.073 0.298 0.001
O 2.796 0.180 -0.005
H 0.105 2.159 0.047
H -1.550 -0.276 -0.697
H -2.111 1.358 -0.317
H -1.739 0.209 0.971
H 0.227 -1.410 0.899
H 0.196 -1.414 -0.876
H 1.733 -1.642 -0.016
```

* gap between HOMO and LUMO: 0.3390 hartree
* E_HOMO: -9.03 eV

(5)
The following is a quantum chemistry calculation of one molecule with the formula C3H7NO, from the Open Molecules 2025 dataset.

```
12
C3H7NO | the Open Molecules 2025 dataset | ωB97M-V with the def2-TZVPD basis set
C -0.057 0.270 -0.433
C 0.202 0.614 1.040
C -0.381 -1.233 -0.654
N 0.458 0.939 -1.393
O -0.472 -1.587 -1.961
H -0.544 0.130 1.721
H 1.149 0.041 1.162
H 0.289 1.711 1.222
H 0.229 -1.062 -2.506
H 0.468 -1.629 -0.096
H -1.373 -1.542 -0.204
H 0.959 1.725 -1.139
```

* gap between HOMO and LUMO: 0.3913 hartree
* E_HOMO: -9.85 eV

(6)
The following is a quantum chemistry calculation of one molecule with the formula C3H7NO, from the Open Molecules 2025 dataset.

```
12
C3H7NO | the Open Molecules 2025 dataset | ωB97M-V with the def2-TZVPD basis set
C -1.815 0.453 0.241
C -0.625 -0.371 0.689
C 1.517 -0.686 -0.131
O 0.543 0.206 0.103
N 2.421 -0.067 -0.891
H -2.752 -0.078 0.435
H -1.853 1.419 0.751
H -1.733 0.635 -0.835
H -0.689 -1.403 0.342
H -0.518 -0.390 1.779
H 3.212 -0.590 -1.223
H 2.292 0.871 -1.259
```

* gap between HOMO and LUMO: 0.3630 hartree
* E_HOMO: -8.68 eV

(7)
The following is a quantum chemistry calculation of one molecule with the formula C3H7NO, from the Open Molecules 2025 dataset.

```
12
C3H7NO | the Open Molecules 2025 dataset | ωB97M-V with the def2-TZVPD basis set
C 1.426 0.808 -0.945
N 0.443 -0.143 -0.472
C -0.405 0.185 0.544
O -0.362 1.276 1.091
C -1.434 -0.871 0.897
H 0.958 1.791 -1.036
H 1.795 0.490 -1.923
H 2.272 0.900 -0.253
H 0.426 -1.073 -0.858
H -2.332 -0.711 0.290
H -1.712 -0.761 1.946
H -1.074 -1.889 0.718
```

* gap between HOMO and LUMO: 0.3884 hartree
* E_HOMO: -9.67 eV

(8)
The following is a quantum chemistry calculation of a 2-piece molecular cluster, C3H7NO overall, from the Open Molecules 2025 dataset.

```
12
C3H7NO | the Open Molecules 2025 dataset | ωB97M-V with the def2-TZVPD basis set
C -0.073 0.407 -0.573
C 0.900 -0.491 -0.397
C -1.864 -0.217 -2.072
N -1.349 0.137 -0.991
H 0.016 1.471 -0.367
H 0.828 -1.445 -0.909
H 1.760 -0.400 0.245
H -2.931 -0.358 -2.202
H -1.247 -0.425 -2.948
H 1.853 0.514 2.805
H 0.575 0.428 3.721
O 1.532 0.378 3.689
```

* gap between HOMO and LUMO: 0.3547 hartree
* E_HOMO: -8.80 eV

(9)
The following is a quantum chemistry calculation of a 2-piece molecular cluster, C3H7NO overall, from the Open Molecules 2025 dataset.

```
12
C3H7NO | the Open Molecules 2025 dataset | ωB97M-V with the def2-TZVPD basis set
C -1.902 0.185 -1.090
O -1.308 -0.996 -0.546
C -0.152 -0.918 0.087
N 0.484 0.166 0.258
C 1.442 0.897 0.654
H -2.091 0.915 -0.296
H -1.247 0.623 -1.850
H -2.842 -0.135 -1.540
H 1.642 -1.755 1.194
H 2.253 -1.415 1.473
H 2.309 1.070 0.017
H 1.414 1.363 1.639
```

* gap between HOMO and LUMO (alpha / beta): 0.3343 / 0.3343 hartree
* E_HOMO (alpha / beta): -8.42 / -8.42 eV

| no. | DFT total energy (eV) | largest force on an atom (eV/A) |
| --- | --- | --- |
| 1 | -6759.5064 | 0.553 |
| 2 | -6757.4959 | 0.432 |
| 3 | -6761.7456 | 4.195 |
| 4 | -6756.7608 | 6.568 |
| 5 | -6760.9280 | 3.750 |
| 6 | -6760.5664 | 0.693 |
| 7 | -6762.5309 | 0.338 |
| 8 | -6760.0416 | 1.492 |
| 9 | -6758.0597 | 0.349 |